Below is a structure of composition C45H43ClGeN3O13P3SeY at a distorted geometry, with properties calculated with ωB97M-V/def2-TZVPD.

Output
Charge ... 0
Multiplicity ... 2
Relative energy (zero: lowest compared OMol25 entry of this formula, charge and spin) ... 0.00 kcal per mole
Orbital gap (alpha / beta) ... 8.67 / 8.77 eV

Each line ends with the Löwdin spin population.
CARTESIAN COORDINATES (ANGSTROEM)
Y: -0.22557 -0.65621 0.05093  0.0298
N: 0.93429 0.62067 -2.43123  -0.0004
C: 0.94014 -0.13034 -3.64176  0.0000
C: 0.78795 0.51010 -4.87095  -0.0001
C: 0.81267 -0.21350 -6.05017  0.0001
C: 1.00874 -1.59063 -6.02477  0.0000
C: 1.13095 -2.23302 -4.80596  0.0001
C: 1.07017 -1.52066 -3.60753  0.0001
P: 1.00885 -2.35416 -1.99123  0.0027
C: 2.60012 -3.23532 -1.86510  -0.0001
C: 3.64632 -2.61124 -1.18908  0.0047
C: 4.88636 -3.22964 -1.09431  0.0004
C: 5.08605 -4.48016 -1.66312  0.0002
C: 4.04357 -5.11371 -2.33069  -0.0001
C: 2.80353 -4.49428 -2.43250  0.0001
C: -0.24946 -3.65146 -2.16629  0.0007
C: -1.32816 -3.51342 -3.03256  0.0004
C: -2.38928 -4.41031 -2.97090  0.0000
C: -2.38282 -5.43709 -2.03913  0.0004
C: -1.31270 -5.57002 -1.16152  0.0000
C: -0.25341 -4.67950 -1.22005  0.0004
H: 0.64895 1.57692 -2.59996  0.0000
H: 1.84360 0.62986 -1.98742  -0.0002
H: 0.65889 1.58819 -4.89122  0.0000
H: 0.69104 0.30094 -6.99590  0.0000
H: 1.04621 -2.15711 -6.94712  0.0000
H: 1.24514 -3.31181 -4.77219  0.0000
H: 3.48491 -1.64760 -0.71792  0.0040
H: 5.69215 -2.73754 -0.56209  0.0000
H: 6.05105 -4.96619 -1.57927  0.0000
H: 4.19330 -6.09351 -2.77050  0.0000
H: 1.98870 -4.99696 -2.94035  0.0000
H: -1.35565 -2.69182 -3.74029  0.0000
H: -3.23046 -4.29188 -3.64340  0.0000
H: -3.21845 -6.12435 -1.98269  0.0000
H: -1.31807 -6.35017 -0.41149  0.0000
H: 0.56044 -4.75966 -0.50797  0.0000
N: -1.55557 -2.68833 3.73357  0.0000
C: -2.51095 -1.70219 3.03511  0.0002
C: -3.82634 -1.66455 3.81242  0.0001
P: -1.59956 -0.09283 3.12463  0.0003
O: -1.09375 -0.24333 4.67621  0.0000
O: -2.37657 1.14256 2.98637  0.0000
O: -0.36694 -0.37179 2.26865  0.0046
P: -2.75298 -2.63517 1.41535  0.0001
O: -4.15511 -2.15816 0.87297  0.0000
O: -2.80239 -4.04597 1.91571  0.0002
O: -1.65523 -2.25918 0.44112  0.0015
H: -1.53102 -2.54599 4.73991  0.0000
H: -0.60716 -2.56505 3.36718  0.0000
H: -1.90982 -3.61648 3.42531  0.0000
H: -3.65789 -1.36347 4.84898  0.0000
H: -4.32416 -2.63375 3.79162  0.0000
H: -4.48454 -0.92829 3.35492  0.0000
H: -1.36147 0.54768 5.15992  0.0000
H: -4.07109 -1.25619 0.48856  0.0000
O: 2.36010 1.29539 0.24778  0.4360
N: 2.02272 0.17375 0.24338  0.5239
O: -1.72010 -0.14275 -1.67324  0.0007
Se: -2.47584 1.02730 -0.83563  0.0001
O: -3.32276 0.35609 0.34598  -0.0001
O: -1.04185 1.62894 -0.00212  -0.0002
O: -3.12158 2.22309 -1.65377  0.0001
Cl: 3.56783 -4.80778 6.97233  0.0002
C: 3.18748 -3.94747 5.51538  0.0006
C: 3.74207 -2.69654 5.29597  -0.0001
C: 3.42979 -2.01063 4.13204  0.0004
C: 2.56942 -2.57017 3.19834  -0.0014
C: 2.02715 -3.82698 3.43079  0.0004
C: 2.33301 -4.52528 4.58908  -0.0002
C: 2.17333 -1.82315 1.96250  0.0025
O: 2.75337 -0.71174 1.77894  -0.0154
O: 1.27719 -2.30377 1.23355  0.0003
H: 4.40958 -2.26877 6.03389  0.0000
H: 3.84660 -1.03101 3.94036  -0.0001
H: 1.37075 -4.25606 2.68036  0.0000
H: 1.92211 -5.51059 4.77540  0.0000
C: -0.13814 5.44325 -3.61115  0.0000
C: 0.82536 4.65140 -2.99370  0.0000
C: 0.56465 4.09495 -1.74643  -0.0001
C: -0.65868 4.31689 -1.11329  0.0000
C: -1.61076 5.12126 -1.73203  0.0000
C: -1.35080 5.68199 -2.97709  0.0000
Ge: -0.99065 3.43722 0.57637  -0.0001
C: 0.58117 3.58017 1.68119  0.0009
C: 1.44643 4.64805 1.43793  0.0004
C: 2.58345 4.82239 2.21865  -0.0002
C: 2.86600 3.92699 3.24376  0.0002
C: 2.00376 2.86373 3.49377  0.0000
C: 0.86188 2.69679 2.72075  0.0011
C: -2.60015 3.94601 1.49678  0.0000
C: -2.44572 4.34918 2.82127  0.0000
C: -3.54140 4.79004 3.54996  0.0000
C: -4.79936 4.82782 2.95798  0.0000
C: -4.95667 4.42835 1.63657  0.0000
C: -3.86005 3.99261 0.89975  0.0000
H: 0.06101 5.87981 -4.58239  0.0000
H: 1.78078 4.47946 -3.47547  0.0000
H: 1.32793 3.49896 -1.25079  -0.0002
H: -2.56476 5.30246 -1.24950  0.0000
H: -2.10065 6.30070 -3.45464  0.0000
H: 1.23949 5.34614 0.63424  0.0000
H: 3.25001 5.65482 2.02052  0.0000
H: 3.75829 4.05516 3.84543  0.0000
H: 2.22135 2.15414 4.28366  0.0000
H: 0.20387 1.85598 2.91255  0.0000
H: -1.47011 4.30475 3.29197  0.0000
H: -3.41349 5.09781 4.58129  0.0000
H: -5.65642 5.16737 3.52743  0.0000
H: -5.93681 4.45254 1.17324  0.0000
H: -3.99511 3.67551 -0.12341  0.0000



Below is a structure of composition C45H44IN5O4PS4Ti at a distorted geometry, with properties calculated with ωB97M-V/def2-TZVPD.

Output
Charge ... +1
Orbital gap ... 6.98 eV

Each line ends with the Löwdin charge.
CARTESIAN COORDINATES (ANGSTROEM)
Ti: 0.39155 -0.32938 0.49201  0.9667
S: -2.16681 -0.30900 -0.44786  0.7675
C: -2.67237 -1.17738 -1.81324  -0.5677
N: -3.65909 -2.05316 -1.70550  -0.0768
C: -4.27631 -2.62902 -2.89289  -0.0875
C: -4.31341 -1.58982 -3.98249  -0.1010
N: -2.95743 -1.12968 -4.22768  -0.1093
C: -2.67510 -0.65970 -5.58194  -0.1213
C: -3.37498 0.65489 -5.86202  -0.2080
C: -4.28677 0.77029 -6.90270  -0.0398
C: -4.91513 1.98231 -7.15717  -0.0731
C: -4.64360 3.08492 -6.36429  -0.0813
C: -3.75131 2.97122 -5.30662  -0.0746
C: -3.11866 1.76396 -5.05748  -0.0386
C: -2.12061 -0.91525 -3.19759  -0.6961
S: -0.56049 -0.40685 -3.39719  0.7869
C: -4.24687 -2.46883 -0.42802  -0.1071
C: -5.62112 -1.86477 -0.23383  -0.2148
C: -5.76262 -0.48603 -0.08786  -0.0395
C: -7.01943 0.07290 0.07566  -0.0676
C: -8.14693 -0.73736 0.08757  -0.0756
C: -8.01142 -2.10906 -0.05286  -0.0700
C: -6.75278 -2.67025 -0.22230  -0.0459
H: -5.28944 -2.93261 -2.63587  0.1323
H: -3.71176 -3.50763 -3.21902  0.1507
H: -4.96483 -0.75568 -3.69874  0.1474
H: -4.70584 -2.02685 -4.89918  0.1397
H: -3.01293 -1.42130 -6.28562  0.1294
H: -1.59750 -0.54989 -5.67533  0.0789
H: -4.49970 -0.08694 -7.53113  0.1135
H: -5.61982 2.06112 -7.97431  0.1078
H: -5.12409 4.03256 -6.56854  0.1063
H: -3.54470 3.82661 -4.67582  0.1027
H: -2.40833 1.68048 -4.24379  0.0847
H: -3.57054 -2.16998 0.36839  0.0920
H: -4.31973 -3.55817 -0.44474  0.1381
H: -4.87613 0.13546 -0.09202  0.0675
H: -7.11888 1.14396 0.19645  0.1072
H: -9.12805 -0.29985 0.21496  0.1080
H: -8.88442 -2.74783 -0.03255  0.1089
H: -6.65474 -3.74505 -0.32730  0.1158
C: 6.96086 -0.15513 5.25186  -0.0384
C: 5.99196 -0.45363 4.14487  -0.2521
C: 6.10821 -1.63811 3.41767  -0.0167
C: 5.18107 -1.96888 2.44556  -0.0359
C: 4.12815 -1.10022 2.19696  -0.2776
C: 4.00935 0.10101 2.87768  -0.0440
C: 4.94927 0.42090 3.84200  -0.0173
S: 2.86490 -1.66478 1.09756  0.6707
O: 3.36120 -2.75921 0.32603  -0.2462
O: 1.66650 -1.90924 1.90030  -0.2961
N: 2.31298 -0.46568 0.16143  -0.2079
C: 2.97336 0.56817 -0.44899  -0.2319
C: 4.33255 0.75660 -0.57441  0.0158
C: 4.82041 1.91204 -1.20855  -0.0496
C: 3.98166 2.86695 -1.71147  -0.0263
C: 2.58374 2.69252 -1.62297  -0.1380
C: 1.63966 3.60225 -2.13802  0.0303
C: 0.30321 3.32374 -2.02305  -0.0186
C: -0.10738 2.16058 -1.36333  -0.1901
N: 0.74243 1.30118 -0.83282  0.0080
C: 2.07807 1.54003 -0.98266  -0.1316
H: 7.94789 -0.55299 5.02043  0.0831
H: 6.62523 -0.62919 6.17652  0.0923
H: 7.04551 0.91471 5.43525  0.0808
H: 6.93170 -2.31011 3.62322  0.1220
H: 5.24842 -2.88644 1.87616  0.1188
H: 3.19297 0.77248 2.64744  0.1002
H: 4.86601 1.36245 4.37092  0.1188
H: 5.01950 0.01331 -0.19339  0.1199
H: 5.89075 2.04582 -1.29179  0.1154
H: 4.37042 3.76438 -2.17417  0.1186
H: 1.98889 4.50582 -2.62205  0.1295
H: -0.44408 3.99394 -2.42370  0.1147
H: -1.15657 1.91790 -1.27293  0.0403
C: -1.03275 3.56238 2.55918  -0.2538
P: -1.66827 2.12187 1.59438  0.8131
C: -2.77099 1.38562 2.87907  -0.2509
C: -2.96918 3.03563 0.64609  -0.2825
H: -1.86483 4.08526 3.03163  0.0453
H: -0.50880 4.24877 1.89262  0.0416
H: -0.33652 3.23394 3.33078  0.0247
H: -3.46331 2.13513 3.26361  0.0475
H: -2.18825 0.97960 3.70569  0.0362
H: -3.33318 0.56787 2.42587  0.0330
H: -3.65800 3.53869 1.32508  0.0437
H: -3.52994 2.34441 0.01609  0.0105
H: -2.49516 3.78376 0.00799  0.0350
S: 0.33709 -4.64278 -0.92650  0.7513
C: 0.27210 -3.11428 -0.59478  -0.8745
N: 0.14823 -1.94215 -0.38908  -0.1172
I: 1.43270 -0.31679 8.95151  0.8973
C: 1.03278 -0.20174 6.89657  -0.7095
C: 1.48224 0.90199 6.18252  -0.1318
C: 1.24228 0.96208 4.82280  -0.0154
C: 0.54787 -0.06571 4.18783  -0.1389
C: 0.08824 -1.15811 4.91625  0.0153
C: 0.33791 -1.23040 6.27533  -0.1237
C: 0.31184 0.02270 2.74150  -0.6222
O: -0.59130 -0.65124 2.14237  -0.1299
O: 0.98939 0.82838 2.02837  -0.1145
H: 2.00147 1.70489 6.68655  0.0984
H: 1.58627 1.80986 4.24453  0.1196
H: -0.43904 -1.95062 4.40158  0.1341
H: -0.01675 -2.07489 6.84917  0.1008



charge of number 1 (C45H43ClGeN3O13P3SeY)?
0